Here is the molecule C18H15F2N5O2 at a distorted geometry from the OMol25 dataset. Energies are from ωB97M-V with the def2-TZVPD basis set.

The geometry in XYZ format:
```
42
Properties=species:S:1:pos:R:3:forces:R:3
O -4.8188 -4.5091 -2.8695 -0.552 -0.543 -1.092
O 3.2526 3.4563 1.4697 0.007 -0.554 -0.412
F -0.9315 0.9969 2.5790 0.211 -0.106 0.157
F -1.3317 -4.4763 -6.5403 -0.088 0.213 0.311
N -1.7856 -1.7724 -1.7681 0.011 0.866 3.018
C -3.8601 -3.9297 -2.4124 -1.734 -1.092 2.091
C 2.5871 3.1102 2.4271 -0.118 0.483 -1.767
C -0.1002 -1.2423 -3.0738 2.323 2.557 1.108
C 1.6884 1.2796 0.0487 -1.574 -0.393 0.240
C 1.1274 0.4993 -0.9722 0.379 -0.177 -0.531
C -0.7332 -0.0296 0.4508 0.442 0.243 -0.708
C -2.5057 -4.2144 -4.4709 -0.460 0.694 0.768
C -0.2211 0.8082 1.4573 -0.248 -0.527 -2.167
C -1.4854 -3.8254 -5.3765 0.969 1.684 1.893
C 0.9681 1.5054 1.2475 1.406 -0.385 -0.378
C -0.0881 -0.1713 -0.8186 -0.411 0.922 2.603
C -2.7320 -3.5379 -3.2533 0.311 -0.984 -1.174
C -0.6404 -2.7983 -4.9758 0.010 -0.922 -1.303
C -1.8357 -2.5321 -2.8474 0.326 0.790 -0.015
C -0.8028 -2.1893 -3.7105 -0.093 -1.023 -1.582
N -3.8549 -3.7501 -1.0332 1.106 0.480 -1.066
N 1.5081 2.2380 2.3117 -0.162 0.258 1.834
N -0.6489 -0.9667 -1.8360 -1.006 -2.645 -3.541
N 1.6267 3.4809 5.4178 -0.359 -0.256 0.664
C 2.9056 2.8810 4.9531 -0.343 0.286 0.661
C 1.6337 4.4852 4.3359 -0.431 0.447 0.154
C 2.8536 3.7917 3.7317 -0.084 -0.441 -0.370
H 0.7764 -0.7256 -3.4724 -0.365 -0.157 0.446
H 2.6563 1.7270 -0.0376 0.230 0.214 -0.227
H 1.6638 0.3615 -1.9209 -0.046 0.243 0.622
H -1.6539 -0.5593 0.6102 -0.278 -0.039 0.153
H -3.1199 -5.0423 -4.8023 -0.334 0.105 0.410
H 0.1733 -2.4603 -5.6046 -0.017 -0.128 -0.171
H -3.2116 -3.0755 -0.6540 -0.013 -0.030 0.357
H -4.6298 -4.1272 -0.4984 0.259 0.340 -0.438
H 1.0231 2.0694 3.1939 0.111 0.165 -0.291
H 1.6870 3.8715 6.3590 -0.217 -0.207 -0.410
H 3.7305 3.0799 5.6321 0.238 0.030 -0.059
H 2.8696 1.8048 4.7670 -0.099 0.050 -0.001
H 1.8407 5.5127 4.6556 0.049 -0.146 0.037
H 0.7190 4.5282 3.7073 0.436 -0.226 0.394
H 3.7002 4.4474 3.5934 0.207 -0.089 -0.218
```
Forces are in eV/Å.

SMILES: NC(=O)c1cc(F)cc2cn(-c3ccc(NC(=O)C4CNC4)c(F)c3)nc12
Energy, eV: -35888.6136
Kohn-Sham gap, eV: 7.75



Here is a cluster of 2 separate species, C18H15F3NO6S3 in total at a distorted geometry from the OMol25 dataset. Energies are from ωB97M-V with the def2-TZVPD basis set.

The geometry in XYZ format:
```
46
Properties=species:S:1:pos:R:3:forces:R:3
C -4.2118 1.0853 -1.3865 -0.338 -0.202 0.223
C -3.0296 1.4485 -2.2451 0.361 -0.043 0.351
O -1.8968 1.6467 -1.3675 -0.802 -0.078 -0.571
C -0.7475 1.9414 -2.0212 2.053 1.225 1.025
C 0.2263 2.5704 -1.1195 -1.001 -0.233 -0.249
S 1.5361 3.3718 -1.8661 0.094 0.290 -1.718
C 2.8422 2.1423 -1.7816 0.312 -0.309 0.309
C 2.9906 1.2575 -2.8489 0.011 0.161 0.230
C 3.9631 0.2617 -2.7763 0.006 0.082 0.237
C 4.7567 0.1501 -1.6265 -0.050 -0.059 -0.182
C 4.6136 1.0562 -0.5719 -0.053 0.154 -0.136
C 3.6713 2.0793 -0.6622 -0.009 -0.254 -0.215
O 1.9699 4.4836 -0.9858 0.308 0.555 0.788
O -0.5332 1.6891 -3.1967 -0.506 -0.329 -0.150
H -5.1134 1.0458 -2.0107 0.106 -0.032 0.084
H -4.0625 0.1124 -0.9035 -0.105 0.320 -0.175
H -4.3778 1.8289 -0.5960 0.096 -0.129 -0.183
H -2.7934 0.6502 -2.9580 -0.062 0.298 0.003
H -3.2219 2.3961 -2.7678 0.160 -0.273 -0.115
H -0.1461 3.1098 -0.2615 0.016 0.200 -0.351
H 2.3339 1.3727 -3.7134 0.158 -0.124 0.206
H 4.0865 -0.4205 -3.6192 0.040 0.090 0.307
H 5.4950 -0.6500 -1.5596 -0.151 0.198 -0.010
H 5.2335 0.9812 0.3252 -0.128 -0.062 -0.328
H 3.5583 2.8265 0.1215 -0.069 -0.152 -0.121
F 1.0986 2.8619 1.7562 -1.055 -0.915 0.281
C 0.1672 1.8531 1.7444 -0.170 0.894 -0.511
F 0.1289 1.3006 2.9671 -0.020 0.292 -0.338
F -1.0579 2.4169 1.5103 0.866 -0.282 0.789
S 0.6343 0.6849 0.4409 -0.900 -0.728 -0.823
N -0.1772 -0.6891 1.1906 0.771 -0.638 0.817
C 0.5136 -1.5341 2.0744 0.619 0.789 -0.240
O 1.6606 -1.3573 2.4596 -1.621 -0.364 -0.243
C -0.3975 -2.6495 2.4130 0.261 -1.192 0.656
C -1.5222 -2.7116 1.6198 -0.476 -0.907 0.168
C -2.4543 -3.7439 1.7498 0.254 0.073 0.093
C -2.2424 -4.7117 2.7363 0.290 0.315 -0.040
C -1.1067 -4.6480 3.5655 -0.132 0.219 -0.222
C -0.1695 -3.6298 3.3923 -0.115 0.304 -0.130
S -1.6077 -1.3581 0.5004 0.936 1.102 0.456
O -2.7411 -0.5393 0.8279 0.394 -0.475 -0.064
O -1.3591 -1.7371 -0.8607 -0.233 -0.061 0.484
H -3.3095 -3.7827 1.0820 0.041 -0.036 0.172
H -2.9592 -5.5204 2.8689 0.141 0.195 -0.063
H -0.9691 -5.3961 4.3493 -0.001 0.224 -0.289
H 0.7273 -3.5456 4.0108 -0.294 -0.104 -0.213
```
Forces are in eV/Å.

Energy, eV: -73342.0745
Kohn-Sham gap, eV: 5.40
Net charge: -1



Here is a structure of composition C18H15FMnN3O5S from the OMol25 dataset. Energies are from ωB97M-V with the def2-TZVPD basis set.

The geometry in XYZ format:
```
44
Properties=species:S:1:pos:R:3:forces:R:3
Mn 0.2422 0.0556 0.6379 0.372 0.392 0.032
O -0.1767 -1.4501 -0.2719 0.148 0.548 0.240
N 0.5309 -0.6253 -1.1784 0.002 -0.675 -0.352
N 1.8284 -0.9593 -0.8526 0.144 0.403 -0.119
O 2.1823 -0.5188 0.2513 -0.529 -0.501 0.187
C 2.6703 -1.7032 -1.6889 -0.066 0.176 -0.064
C 3.9708 -1.9993 -1.2742 -0.010 0.037 0.028
C 4.7524 -2.7637 -2.1104 -0.019 -0.036 -0.068
C 4.2367 -3.2163 -3.3263 0.080 -0.021 0.018
C 2.9411 -2.9114 -3.7220 -0.030 0.060 0.039
C 2.1374 -2.1421 -2.9018 0.012 -0.017 0.002
H 4.3341 -1.6389 -0.3226 0.006 0.006 -0.007
H 5.7634 -3.0166 -1.8246 0.001 0.001 0.008
H 4.8610 -3.8187 -3.9730 0.000 -0.001 0.005
H 2.5595 -3.2741 -4.6655 -0.010 0.008 -0.001
H 1.1225 -1.8751 -3.1590 -0.007 -0.050 -0.028
F 0.4685 0.4163 6.5759 -0.003 0.000 0.011
C 0.4848 0.4961 5.2364 -0.020 0.026 -0.012
C 1.0775 -0.5157 4.5152 0.000 0.148 0.032
C 1.0956 -0.3861 3.1295 0.103 -0.173 -0.165
C 0.4930 0.6815 2.4623 -0.196 -0.150 0.208
C -0.1023 1.6742 3.2539 -0.044 0.111 -0.217
C -0.1010 1.6012 4.6325 0.053 -0.065 0.049
H 1.5236 -1.3569 5.0269 0.009 -0.004 -0.008
H 1.6002 -1.1691 2.5635 -0.036 -0.013 0.000
H -0.6057 2.5187 2.7910 -0.010 -0.010 0.013
H -0.5621 2.3605 5.2491 -0.002 0.008 -0.003
N 0.0443 1.9317 -0.0857 0.066 -0.108 0.042
C -1.3572 1.8061 -0.4455 0.044 0.100 0.001
C -2.1259 1.0029 0.3779 0.011 -0.115 0.149
C -3.4438 0.7189 0.0325 0.043 -0.019 -0.050
C -3.9690 1.2585 -1.1265 -0.005 0.019 -0.029
C -3.1858 2.0740 -1.9429 0.019 -0.029 0.044
C -1.8702 2.3459 -1.6135 -0.029 -0.059 -0.053
S -5.6631 0.9032 -1.6322 -0.026 -0.017 -0.022
O -5.4662 0.2262 -2.9017 -0.008 0.010 0.021
O -6.1732 0.0730 -0.5577 0.005 0.010 -0.009
O -6.2504 2.2258 -1.7338 0.004 -0.014 0.004
H 0.5956 2.1472 -0.9098 0.015 -0.003 0.022
H 0.2146 2.6575 0.6043 -0.025 -0.037 0.035
H -1.7299 0.6388 1.3343 -0.036 0.044 0.010
H -4.0741 0.0901 0.6467 -0.013 0.009 -0.002
H -3.6270 2.4803 -2.8436 -0.010 -0.002 -0.002
H -1.2470 2.9568 -2.2572 -0.003 0.003 0.009
```
Forces are in eV/Å.

Energy, eV: -78480.9393
Kohn-Sham gap (spin up / spin down), eV: 3.48 / 3.49



Here is a structure of composition C18H15FeN2O3S at a distorted geometry from the OMol25 dataset. Energies are from ωB97M-V with the def2-TZVPD basis set.

The geometry in XYZ format:
```
40
Properties=species:S:1:pos:R:3:forces:R:3
O -4.5143 3.1997 0.6746 0.049 -0.042 0.202
C -4.0406 2.3681 1.2914 -0.805 1.544 -0.928
Fe -3.2557 0.9462 2.2226 -0.743 2.078 1.042
C -2.1544 2.0985 3.2393 1.472 1.687 1.334
O -1.4706 2.7740 3.8493 -0.195 -0.278 -0.239
C -4.5890 1.0417 3.5768 -2.003 0.230 1.963
O -5.3904 1.0693 4.3851 0.459 -0.071 -0.486
C -1.7884 0.3628 0.7921 0.663 -0.094 -0.012
C -3.1627 0.0607 0.2007 0.315 -1.247 -1.963
C -4.1420 -0.6460 1.1344 -0.309 -0.546 0.329
C -3.7120 -1.1342 2.3592 0.715 -0.814 -0.882
C -2.3667 -0.9056 2.8141 0.773 -1.169 0.391
C -1.4263 -0.1570 2.0233 -0.244 -1.460 -0.515
H -1.0507 0.8960 0.1870 -0.484 -0.050 0.162
H -3.6138 0.9412 -0.3016 0.265 -0.578 0.110
H -2.9754 -0.6509 -0.6331 -0.083 0.175 0.023
H -5.1699 -0.8182 0.8068 0.450 0.140 -0.012
H -4.4121 -1.6758 3.0019 0.265 0.277 -0.184
H -2.0527 -1.3149 3.7745 -0.124 0.227 -0.295
H -0.4138 0.0063 2.4023 -0.399 0.069 0.052
C 5.8806 0.0149 -1.9411 -0.356 -0.267 -0.610
C 4.6918 -0.3773 -2.5191 0.188 -0.100 -0.378
C 3.5252 -0.3115 -1.7648 -2.129 -0.490 -0.408
C 3.5513 0.1469 -0.4413 -1.292 -0.143 0.133
C 4.7507 0.5314 0.1245 0.037 0.170 0.453
C 5.9102 0.4641 -0.6280 -0.305 0.121 0.506
S 1.9174 0.1432 0.2858 0.118 -0.161 -0.446
C 1.2027 -0.4857 -1.1985 1.621 0.039 -0.557
N 0.0296 -0.8190 -1.6336 0.084 0.602 1.732
C 0.1481 -1.2697 -2.9685 0.124 -0.432 -1.302
C 1.6361 -1.1723 -3.3889 0.160 0.070 0.148
N 2.2102 -0.6576 -2.1484 1.538 0.414 0.426
H 6.7934 -0.0281 -2.5146 0.040 -0.018 -0.062
H 4.6523 -0.7288 -3.5357 0.056 -0.061 -0.197
H 4.7670 0.8803 1.1419 0.115 0.090 0.203
H 6.8476 0.7650 -0.1915 0.099 0.055 0.115
H -0.2205 -2.3023 -3.0262 -0.054 0.201 -0.032
H -0.4953 -0.6528 -3.6092 0.018 -0.187 0.099
H 2.0869 -2.1367 -3.6390 -0.065 0.106 0.015
H 1.8162 -0.4664 -4.2045 -0.033 -0.086 0.072
```
Forces are in eV/Å.

Energy, eV: -73242.9417
2S+1: 5
Kohn-Sham gap (spin up / spin down), eV: 4.97 / 2.57
Net charge: +1



Here is a structure of composition C18H15IN2O2Pd at a distorted geometry from the OMol25 dataset. Energies are from ωB97M-V with the def2-TZVPD basis set.

The geometry in XYZ format:
```
39
Properties=species:S:1:pos:R:3:forces:R:3
Pd 0.2352 0.4307 -2.2854 -0.063 -1.097 -0.014
C 3.6392 -0.6631 -3.2719 0.017 0.001 -0.068
O 2.6635 -0.6987 -2.2449 0.008 0.001 -0.035
C 3.0903 -0.4830 -0.9671 -0.302 -0.056 0.152
C 4.4212 -0.3772 -0.5983 0.143 0.013 -0.077
C 4.7645 -0.1931 0.7343 -0.013 0.002 0.033
C 3.7811 -0.1169 1.7060 0.074 0.004 0.033
C 2.4495 -0.2195 1.3453 -0.074 0.046 -0.241
C 2.0837 -0.3901 0.0104 0.437 -0.056 0.623
N 0.7500 -0.5213 -0.4027 -0.919 0.858 -0.883
N -0.1561 -0.4050 0.4775 0.621 -0.530 0.770
C -1.4621 -0.5122 0.2315 -0.275 0.230 -0.713
C -2.0042 -0.8579 -1.0675 0.352 0.020 0.540
O -1.2810 -1.0801 -2.0816 -0.169 -0.001 -0.171
C -3.4323 -0.9706 -1.1700 -0.307 -0.234 -0.060
C -4.2492 -0.6821 -0.1345 0.058 -0.047 -0.167
C -3.7481 -0.2870 1.1463 0.236 0.051 0.222
C -4.6108 0.0462 2.2041 -0.023 -0.013 -0.009
C -4.1119 0.4052 3.4310 -0.073 0.029 0.130
C -2.7285 0.4294 3.6386 0.040 -0.055 -0.102
C -1.8655 0.1152 2.6152 -0.043 0.026 0.031
C -2.3533 -0.2374 1.3449 -0.047 0.019 0.028
H 4.3639 -1.4714 -3.1542 -0.012 -0.006 0.004
H 4.1607 0.2971 -3.2858 -0.011 0.001 0.006
H 3.1009 -0.7958 -4.2061 -0.010 -0.001 0.006
H 5.2052 -0.4449 -1.3391 -0.040 0.003 -0.005
H 5.8088 -0.1160 1.0062 -0.002 0.003 -0.006
H 4.0509 0.0199 2.7449 -0.014 0.003 -0.008
H 1.6653 -0.1598 2.0846 -0.017 -0.024 0.020
H -3.8215 -1.2940 -2.1271 -0.004 0.075 -0.004
H -5.3238 -0.7510 -0.2617 -0.007 0.008 -0.009
H -5.6820 0.0219 2.0410 0.007 -0.029 -0.040
H -4.7809 0.6660 4.2410 -0.022 -0.013 -0.028
H -2.3344 0.6983 4.6103 0.003 0.005 -0.002
H -0.7975 0.1410 2.7719 0.017 0.024 0.007
I 1.3658 2.7689 -2.9842 0.042 0.599 -0.081
C -0.6732 2.3008 -2.3262 0.392 0.058 0.220
H -1.3562 2.6063 -3.1083 0.016 -0.034 -0.040
H -0.8272 2.7811 -1.3681 -0.015 0.118 -0.060
```
Forces are in eV/Å.

Energy, eV: -37561.6338
2S+1: 3
Kohn-Sham gap (spin up / spin down), eV: 6.49 / 6.08



Here is a cluster of 3 separate species, C18H15N2O6PS2 in total at a distorted geometry from the OMol25 dataset. Energies are from ωB97M-V with the def2-TZVPD basis set.

The geometry in XYZ format:
```
44
Properties=species:S:1:pos:R:3:forces:R:3
O 2.0443 4.3414 4.1566 -0.265 -0.018 -0.630
C 1.4747 4.6741 3.1444 0.210 -0.243 0.536
C 0.0226 4.4092 2.8863 0.398 0.107 -0.035
C -0.6548 5.4009 2.3292 -0.701 0.339 -0.173
P -2.4174 5.1531 1.9392 -0.420 -1.071 0.437
S -3.2076 3.6473 2.8845 -0.018 0.308 -0.066
C 0.0620 6.6777 2.0335 -0.045 0.499 -0.114
O -0.4233 7.7673 2.2430 0.011 -0.361 -0.365
C 1.4463 6.4688 1.5057 -0.261 -0.053 0.203
C 2.1319 5.4798 2.0536 0.440 -0.686 -0.169
S 3.7894 5.0458 1.5827 0.348 0.304 0.079
H -0.4285 3.4645 3.1403 -0.096 -0.217 0.380
H -3.0887 6.3771 2.0827 0.355 0.148 -0.140
H -2.4213 4.8846 0.5570 0.157 0.551 -0.046
H 1.8439 7.0769 0.7140 0.051 0.392 -0.039
H 3.4977 4.0487 0.7309 -0.250 0.016 0.148
C -1.6784 -1.1499 -1.3690 0.008 0.018 0.030
C -0.3300 -0.8796 -1.1784 -0.262 0.128 -0.036
C 0.0894 -0.2254 -0.0323 0.187 -0.008 -0.065
C -0.8544 0.1433 0.9088 -0.042 -0.173 -0.205
C -2.2025 -0.1120 0.7337 -0.248 -0.001 0.063
C -2.6134 -0.7637 -0.4167 0.110 -0.048 -0.079
N -0.4177 0.8203 2.1355 -0.097 0.059 -0.012
O 0.7664 1.0748 2.2560 0.078 0.097 -0.025
O -1.2706 1.1056 2.9489 0.129 -0.079 0.120
H -2.0035 -1.6650 -2.2643 -0.007 0.025 -0.016
H 0.3922 -1.1798 -1.9195 0.063 0.001 -0.013
H 1.1371 -0.0148 0.1213 -0.018 0.020 0.123
H -2.9240 0.1912 1.4780 0.101 0.063 0.069
H -3.6632 -0.9724 -0.5695 -0.016 0.011 0.019
C -0.0938 -7.1264 -3.6080 0.007 0.004 0.004
C 1.2489 -7.3155 -3.3089 -0.121 0.045 -0.016
C 1.9445 -6.3515 -2.5977 0.169 -0.147 -0.026
C 1.2783 -5.2097 -2.1938 -0.130 -0.170 -0.105
C -0.0568 -5.0018 -2.4868 -0.211 0.102 -0.010
C -0.7445 -5.9696 -3.2002 0.085 -0.089 -0.025
N 2.0055 -4.1931 -1.4218 -0.004 0.047 0.027
O 3.1774 -4.3900 -1.1906 0.127 -0.025 0.013
O 1.3833 -3.2126 -1.0597 0.057 -0.056 0.007
H -0.6351 -7.8837 -4.1592 -0.001 -0.001 -0.009
H 1.7542 -8.2162 -3.6278 0.024 -0.002 0.002
H 2.9886 -6.4944 -2.3630 0.005 0.111 0.072
H -0.5598 -4.1023 -2.1631 0.106 0.035 0.081
H -1.7895 -5.8233 -3.4351 -0.011 0.018 0.007
```
Forces are in eV/Å.

SMILES: O=C1C=C([PH2]=S)C(=O)C=C1S.O=[N+]([O-])c1ccccc1.O=[N+]([O-])c1ccccc1
Energy, eV: -65126.4598
Kohn-Sham gap, eV: 7.60